Here is a cluster of 2 separate species, C9H14N3O2S in total from the OMol25 dataset. Energies are from wB97M-V/def2-TZVPD.

```
29
Properties=species:S:1:pos:R:3:forces:R:3:lowdin_charge:R:1
S -2.9138 -1.1010 0.0632 -0.04 -0.25 0.48 0.72
O -2.8690 -2.4785 0.4375 0.02 -0.06 0.27 -0.28
O -3.7437 -0.6851 -1.0141 0.03 0.40 -0.11 -0.25
N 2.4266 1.9377 1.2128 0.41 0.47 -0.09 0.09
N -3.7301 2.8750 0.1214 -0.80 1.21 -0.45 0.04
N -4.3241 3.7423 -0.1948 0.73 -1.05 0.38 0.08
C 1.3380 1.2377 -0.7758 0.45 0.14 0.27 -0.38
C -0.3030 -1.5181 -0.4020 -1.20 -0.25 0.62 0.03
C -1.1487 -0.5669 -0.4674 -0.29 0.12 0.01 -0.20
C -0.0105 -2.8584 -0.0257 1.20 -0.37 -0.08 0.00
C 1.7362 -0.0949 -1.3919 -0.01 0.59 -0.11 0.01
C -0.0935 1.5922 -1.0568 -0.23 -0.13 0.09 -0.02
C -1.1609 0.8025 -0.9096 0.37 0.87 -0.33 -0.09
C 1.5233 1.1570 0.7318 -0.65 -0.80 0.04 -0.08
C -3.1635 -0.0755 1.5231 0.31 -0.27 -0.58 -0.09
H -4.1478 -0.3228 1.9072 -0.17 -0.16 -0.09 0.09
H 2.7634 -0.3578 -1.1486 -0.08 -0.27 0.11 0.11
H -3.1185 0.9658 1.2289 0.05 0.01 -0.04 0.01
H 0.6602 -2.9106 0.8326 -0.03 0.01 0.06 0.12
H -2.1470 1.1781 -1.1372 -0.02 0.12 -0.06 0.08
H 1.9899 2.0132 -1.2088 -0.06 -0.06 -0.16 0.14
H 2.6155 1.9266 2.2070 0.01 0.02 -0.07 0.11
H 2.9976 2.5951 0.6687 -0.14 -0.11 0.07 0.13
H -0.2658 2.6080 -1.3790 -0.14 0.10 -0.07 0.13
H 0.4012 -3.4416 -0.8485 -0.07 -0.09 -0.05 0.12
H -0.9862 -3.2894 0.2548 -0.09 0.22 -0.09 0.11
H 1.0707 -0.8947 -0.9675 0.31 -0.21 -0.06 0.05
H 1.5858 -0.0929 -2.4683 -0.05 -0.13 -0.05 0.12
H -2.3984 -0.3316 2.2439 0.17 -0.07 0.10 0.08
```
Positions in Å, forces in eV/Å.

HOMO level (alpha / beta)	-11.90 / -11.90	eV
total charge	+1
lowest unoccupied orbital energy (alpha / beta)	-0.2157 / -0.2157	hartree
2S+1	1
frontier orbital gap (alpha / beta)	6.027 / 6.027	eV


Here is a cluster of 12 separate species, C23H41Cl22FN2O4S2 in total from the OMol25 dataset. Energies are from wB97M-V/def2-TZVPD.

```
95
Properties=species:S:1:pos:R:3:forces:R:3:lowdin_charge:R:1
Cl 7.6796 -0.1882 3.1299 -0.11 -0.01 -0.01 0.49
Cl -14.3780 6.2365 0.5575 0.01 -0.02 -0.01 0.50
Cl 12.1130 -0.4634 0.1916 -0.05 -0.01 -0.05 0.49
Cl 1.9088 -3.3991 -8.2088 -0.01 0.01 0.01 0.51
Cl -14.1536 8.5399 2.3629 0.01 0.01 0.01 0.50
Cl -4.8069 -5.0996 -0.8781 0.04 0.03 -0.01 0.53
Cl 15.2964 -0.5962 1.7399 0.01 0.03 0.03 0.52
Cl -7.5662 0.5279 0.5256 -0.11 0.02 -0.06 0.53
Cl -2.3640 -0.2275 3.1918 -0.04 0.01 0.09 0.54
Cl 2.9430 3.1963 0.1888 0.14 -0.04 -0.01 0.51
Cl 0.6271 4.7912 1.0076 0.00 -0.01 0.01 0.51
Cl 15.0506 1.9453 3.1961 -0.02 0.02 0.01 0.52
Cl -4.7597 1.3226 0.2911 0.07 0.02 -0.06 0.54
Cl -10.5671 4.8695 2.8309 0.03 0.02 0.04 0.52
Cl -10.7925 2.5854 1.0011 0.01 0.01 0.00 0.49
Cl 5.1452 0.8351 2.0619 -0.03 0.07 0.00 0.51
Cl 10.8957 -0.6157 2.8579 0.13 -0.02 0.01 0.48
Cl -2.2738 2.2331 4.7934 -0.01 0.00 -0.01 0.51
Cl -6.9882 -3.1834 -0.4618 0.01 0.01 -0.05 0.54
Cl -9.5180 0.3230 3.5427 -0.03 -0.08 0.08 0.52
Cl -6.7777 -0.6598 3.9663 0.02 -0.01 -0.01 0.51
Cl 2.7600 -1.6660 -5.9962 0.10 0.03 -0.18 0.55
S -0.6126 -2.3856 -2.7165 -0.09 -0.54 -0.63 0.68
S 1.2450 0.6043 2.5242 0.13 0.00 0.04 0.75
F -3.5253 -1.7186 0.7373 0.03 -0.05 -0.06 -0.10
O -2.0231 -2.4700 -3.0146 -0.11 -0.04 0.34 -0.30
O 2.0281 -1.5735 -1.5611 -0.30 0.32 -0.79 -0.07
O 0.2270 -2.0292 -3.8321 0.28 0.25 0.34 -0.30
O 0.0237 2.3110 -2.0466 0.03 -0.09 -0.01 0.09
N 1.1183 0.5627 -1.0475 -0.13 0.11 -1.05 0.18
N 1.1877 -1.2789 0.4992 0.18 0.63 -0.41 0.13
C -0.0829 -3.9301 -2.0486 0.11 0.14 0.32 -0.10
C 4.6500 -1.4778 -0.8623 0.59 0.36 -0.09 -0.25
C 1.7712 4.4352 -0.2899 -0.14 0.07 -0.15 -1.00
C 6.1879 -1.5040 -0.7039 -0.47 -0.42 -0.08 -0.09
C 16.1415 0.6697 2.6364 0.10 -0.06 0.00 -1.01
C -5.7121 -3.7412 -1.5562 -0.03 -0.06 -0.02 -1.00
C -1.3290 -1.5842 -0.1344 -0.16 -0.63 -0.50 -0.13
C -0.4617 -1.2184 -1.3566 -0.44 1.55 -0.12 -0.33
C 1.3928 -2.3898 -6.8512 -0.11 -0.02 0.06 -1.02
C -2.7935 -1.8735 -0.4383 0.13 -0.15 -0.09 -0.22
C 1.0282 -0.8465 -0.9466 0.15 -1.26 1.70 -0.44
C 2.8240 -0.9494 -2.5896 0.44 -0.19 0.21 -0.18
C 11.7851 0.3873 1.7038 0.03 0.08 0.03 -1.03
C -9.7065 3.5783 1.9777 0.07 -0.01 -0.07 -1.04
C -5.9339 0.0105 0.0945 0.03 -0.03 0.13 -1.05
C 0.0658 1.1518 -1.7118 0.23 0.14 0.05 -0.42
C -13.2930 7.2425 1.5231 0.04 0.00 0.00 -1.04
C -1.0034 0.1187 -1.9368 0.09 0.22 0.02 -0.02
C 4.2316 -0.6389 -2.0673 0.02 -0.21 -0.22 -0.17
C -3.2985 1.0746 3.9348 -0.05 0.03 -0.03 -1.03
C 5.9178 -0.3066 3.1702 -0.03 -0.06 0.01 -1.01
C -8.4501 -1.0850 3.5740 -0.02 -0.02 -0.07 -1.02
C 1.2530 -0.4412 1.3718 -0.18 -0.28 0.19 -0.78
H 4.3682 0.4236 -1.8524 -0.04 0.06 0.12 0.11
H 2.0280 0.9824 -1.1889 0.04 0.17 0.52 0.11
H -0.6061 -4.7123 -2.5887 0.06 -0.05 -0.14 0.08
H 2.8979 -1.6663 -3.3933 -0.19 -0.27 -0.01 0.05
H -5.6472 -0.8027 0.7472 0.04 0.02 0.04 -0.02
H -6.1764 -4.0700 -2.4774 -0.02 -0.01 0.01 0.03
H 0.8449 -3.0007 -6.1457 0.02 0.00 0.02 0.01
H -12.5605 7.6890 0.8622 -0.03 0.02 -0.02 0.02
H 5.6354 -1.3103 2.8742 0.01 0.00 -0.03 0.02
H -8.4616 -1.5363 2.5892 0.03 0.04 -0.02 0.00
H 6.4901 -1.3089 0.3211 0.16 0.17 -0.01 0.03
H 16.6108 0.2215 3.5032 -0.03 0.00 0.02 0.02
H 11.1866 1.2623 1.4816 -0.04 -0.02 -0.02 0.03
H 4.3172 -2.5046 -0.9847 -0.33 -0.01 0.10 0.11
H -1.2147 0.1189 -3.0043 -0.07 -0.15 -0.06 0.14
H 0.9976 -3.9887 -2.1243 0.05 -0.05 -0.12 0.08
H 4.9267 -0.8718 -2.8766 -0.01 0.14 -0.15 0.11
H -3.9900 0.6363 4.6442 0.04 -0.01 0.04 0.00
H -2.9219 -2.9011 -0.7634 -0.09 -0.10 -0.01 0.08
H 1.2167 4.0592 -1.1423 -0.01 -0.06 0.05 -0.01
H -5.0243 -2.9246 -1.7411 0.02 0.01 0.04 0.00
H -0.9231 -2.4648 0.3555 0.14 0.13 0.31 0.12
H 6.6784 -0.8186 -1.3908 0.10 0.22 0.17 0.07
H -9.2247 2.9464 2.7133 -0.03 -0.02 0.02 -0.02
H 2.3132 5.3407 -0.5325 0.04 0.00 0.07 0.03
H 2.3410 -0.0702 -3.0076 -0.16 0.00 -0.03 0.12
H -5.9317 -0.3048 -0.9420 -0.02 0.07 -0.03 0.02
H -1.8920 0.4720 -1.4190 -0.18 -0.13 -0.03 0.13
H 6.5348 -2.5047 -0.9577 0.22 -0.01 -0.01 0.07
H -0.3597 -3.9584 -0.9978 -0.11 -0.10 0.04 0.07
H 12.7325 0.6649 2.1513 -0.01 -0.05 -0.01 -0.05
H 0.7702 -1.5901 -7.2320 0.03 0.02 -0.03 0.03
H -3.8302 1.5994 3.1500 0.02 0.01 -0.02 -0.01
H 4.1936 -1.0473 0.0261 -0.16 -0.24 0.13 0.06
H -8.9740 4.0315 1.3213 -0.03 0.03 -0.02 0.03
H 5.5742 -0.0905 4.1742 0.01 0.04 0.00 0.03
H -8.8143 -1.7735 4.3261 0.02 0.03 0.04 0.03
H -1.2928 -0.7468 0.5574 0.05 0.08 0.08 0.10
H -3.2073 -1.2237 -1.2060 -0.11 0.17 0.08 0.10
H 16.8788 1.1173 1.9819 -0.02 0.02 -0.02 0.02
H -12.8110 6.6153 2.2614 -0.04 -0.03 0.02 -0.02
```
Positions in Å, forces in eV/Å.

HOMO level	-9.50	eV
SMILES	CCCCO[C@@]1(N=C=S)NC(=O)C[C@@]1(CCF)S(C)(=O)=O.ClCCl.ClCCl.ClCCl.ClCCl.ClCCl.ClCCl.ClCCl.ClCCl.ClCCl.ClCCl.ClCCl
lowest unoccupied orbital energy	0.0085	hartree
2S+1	1
frontier orbital gap	9.732	eV


| no. | maximum force (eV Å⁻¹) | energy (Eh) |
| --- | --- | --- |
| 1 | 1.523 | -1063.850374 |
| 2 | 2.122 | -12331.876380 |